24
Properties=species:S:1:pos:R:3:forces:R:3 method="wB97M-V/def2-TZVPD" homo_lumo_gap_ev="7.137 / 7.213" spin_multiplicity=3 total_charge=+2 s_squared=2.040 lumo_ha="-0.3512 / -0.3593"
C 0.47330 -1.38862 -3.30953 0.168 0.166 -0.588
C 0.44109 0.12703 -3.48306 0.068 -0.056 -0.410
H 1.49652 -1.77340 -3.26620 -0.143 0.047 0.078
H -0.03724 -1.90287 -4.13219 0.077 0.143 0.207
H -0.02737 -1.69662 -2.38866 -0.246 -0.186 0.304
H 0.85286 0.64263 -2.61626 0.216 0.036 0.043
H 1.01942 0.46723 -4.34973 -0.107 -0.232 0.165
H -0.57958 0.48604 -3.62253 0.068 0.003 -0.099
Mo -0.15743 -0.38896 0.21186 0.604 -0.039 -1.431
C -1.03063 1.15456 -0.96580 0.537 -0.552 0.390
H -0.29568 1.90531 -1.29604 -0.297 -0.152 0.135
H -1.76522 1.59553 -0.27586 0.057 0.014 0.072
H -1.55486 0.73601 -1.83595 0.148 0.006 0.236
I 1.99792 -1.90993 0.00523 -0.782 0.720 -0.035
N 0.79028 0.84723 1.66782 0.132 0.577 1.001
N 0.28791 0.63373 3.00446 1.181 0.380 -0.446
C -0.65147 -0.27599 3.24996 -0.352 0.424 2.077
N -1.01722 -0.47646 4.53247 0.777 -0.058 -1.747
S -1.45916 -1.06028 1.96293 -0.774 -0.598 0.092
H 0.69868 1.85328 1.46713 -0.391 -0.155 -0.022
H 1.81497 0.71062 1.66848 -0.337 -0.453 0.067
H 0.85004 1.05793 3.74227 -0.269 -0.077 -0.098
H -1.74174 -1.15323 4.73529 0.019 0.007 0.075
H -0.40537 -0.19079 5.29391 -0.356 0.035 -0.067

---

7
Properties=species:S:1:pos:R:3:forces:R:3 method="wB97M-V/def2-TZVPD" homo_lumo_gap_ev=7.725 e_above_lowest_kcal_mol=60.7 total_charge=-1 lumo_ha=0.1199
C -1.84434 0.32402 -0.03693 -0.509 1.418 0.526
N 1.38694 -0.34238 -0.03111 -0.352 0.238 -0.421
O -1.88870 1.46123 0.17386 0.406 -0.228 -0.180
O 2.43625 -0.45888 -0.65426 1.134 -0.212 -0.450
O 1.26285 -0.77403 1.10948 -0.104 -0.441 1.169
O 0.42240 0.23077 -0.58488 -0.414 0.538 -0.406
S -2.21319 -1.16965 -0.23034 -0.161 -1.313 -0.238

---

43
Properties=species:S:1:pos:R:3:forces:R:3 method="wB97M-V/def2-TZVPD" homo_lumo_gap_ev=9.617 e_above_lowest_kcal_mol=0.0 lumo_ha=0.0161
C 5.53284 -0.30230 1.75299 -0.301 -0.116 0.055
H 6.09888 -1.18366 2.04517 0.126 -0.071 0.039
H 5.54608 0.40488 2.57901 0.073 0.094 0.096
H 6.02911 0.15653 0.90063 0.085 0.065 -0.107
C 4.09930 -0.68103 1.39526 0.318 0.193 -0.272
C 4.06481 -1.68614 0.24237 -0.320 -0.018 0.301
C 2.62331 -2.01434 -0.14039 0.246 -0.354 -0.292
N 1.90674 -0.80147 -0.48945 0.136 -0.262 0.326
C 1.52047 -0.61713 -1.76354 -0.289 0.383 -0.202
O 1.67163 -1.46454 -2.62676 0.005 -0.111 -0.366
C 0.80205 0.69482 -2.11341 0.265 -0.046 -0.107
N -0.56548 0.67185 -1.64653 0.058 -0.312 -0.203
C -1.04792 1.53474 -0.72812 -0.010 -0.049 -0.037
O -0.36204 2.40223 -0.21683 -0.059 0.246 0.062
C -2.49225 1.35961 -0.38758 -0.349 0.026 0.213
C -3.21999 2.49224 -0.03130 0.133 0.012 -0.019
C -4.55138 2.37978 0.31460 0.096 -0.042 -0.079
C -5.17776 1.14207 0.32340 -0.086 -0.206 0.019
C -4.44905 0.01488 -0.02484 -0.038 0.010 -0.035
C -3.10966 0.11681 -0.37892 -0.146 0.020 0.026
H -2.57653 -0.79334 -0.60498 0.089 -0.116 -0.038
O -4.96780 -1.27300 -0.02514 0.576 0.179 0.101
C -6.30489 -1.43956 -0.01497 -1.141 0.304 -0.450
F -6.56275 -2.70455 -0.36999 0.192 -0.239 -0.127
F -6.83244 -1.28520 1.22777 0.174 0.156 0.243
H -6.86135 -0.76281 -0.69276 0.393 -0.156 0.230
H -6.20964 1.06923 0.62911 -0.070 -0.049 0.042
H -5.11415 3.25702 0.59360 -0.050 0.080 0.017
H -2.71925 3.44765 -0.02409 0.048 0.077 0.018
H -1.17230 -0.01500 -2.06416 -0.065 0.130 0.052
H 0.81337 0.77276 -3.20522 0.079 -0.040 0.210
H 1.29168 1.57001 -1.68412 -0.083 -0.072 -0.058
C 1.86299 0.15255 0.59628 0.117 0.485 0.088
H 1.28672 1.03646 0.33430 -0.038 -0.107 -0.008
C 3.28467 0.55135 0.99814 -0.234 -0.313 0.245
H 3.23598 1.25807 1.82737 0.030 0.080 0.029
H 3.76926 1.04954 0.15555 0.037 0.078 -0.053
H 1.36818 -0.33060 1.44801 -0.027 0.069 -0.027
H 2.59250 -2.67970 -1.00443 -0.056 0.047 0.189
H 2.11096 -2.49267 0.70188 0.005 -0.008 -0.024
H 4.58097 -2.60487 0.52446 0.068 -0.043 -0.020
H 4.57521 -1.26262 -0.62512 0.064 0.003 -0.067
H 3.62890 -1.14056 2.27270 -0.050 -0.008 -0.011

---

17
Properties=species:S:1:pos:R:3:forces:R:3 method="wB97M-V/def2-TZVPD" homo_lumo_gap_ev=10.822 e_above_lowest_kcal_mol=34.8 lumo_ha=0.0333
C -0.76800 1.49035 -0.69878 -0.642 1.221 0.979
C -1.84291 1.23648 0.41588 1.257 -1.685 -0.879
H -1.12692 1.16164 -1.64375 0.042 -1.229 -0.760
H -0.73664 2.55997 -0.95835 0.749 -0.036 0.760
H 0.19623 1.05963 -0.36777 -0.931 0.569 -0.831
H -1.25839 0.98694 1.36131 -1.397 0.213 -0.995
H -2.46874 0.39145 0.00195 0.640 0.518 1.191
H -2.51992 2.05730 0.52292 -0.173 0.603 0.388
C 0.50450 -1.94399 -0.48235 -0.772 -1.209 -0.668
C 1.42698 -1.45338 0.69957 0.190 4.423 -4.227
O 1.69908 -1.99252 1.68219 0.333 -3.124 3.413
N 2.06382 -0.10815 0.54617 -0.083 -2.007 1.432
H 0.58785 -3.03294 -0.90649 0.386 1.641 1.753
H 0.65076 -1.41740 -1.44250 -0.073 0.521 0.827
H 2.47982 0.24786 1.44304 -0.743 -0.837 -1.346
H 1.69962 0.61901 -0.01446 -0.256 0.285 -0.678
H -0.58715 -1.86226 -0.15859 1.473 0.133 -0.360

---

160
Properties=species:S:1:pos:R:3:forces:R:3 method="wB97M-V/def2-TZVPD" homo_lumo_gap_ev=1.231 e_above_lowest_kcal_mol=0.0 total_charge=+3 lumo_ha=-0.3373
O -2.38926 -1.34215 0.43792 -0.803 -0.405 0.873
C -1.85086 -1.00460 -0.72022 3.272 1.540 -3.723
O -2.58382 -0.95784 -1.75867 -0.096 -0.253 1.371
O -0.60680 -0.73099 -0.75491 -1.069 -0.313 0.711
H -3.24817 -1.54619 0.06076 -1.105 -0.420 0.722
C 4.90631 2.48020 -7.55574 -1.549 1.217 0.711
C 3.37579 2.20901 -7.49028 0.852 -0.524 -0.534
C 2.54266 3.35524 -6.96879 0.572 1.181 0.359
C 1.09237 3.02122 -6.99922 -1.331 0.136 1.530
N 0.15048 4.26127 -6.76160 1.072 -0.516 -1.115
C -1.36603 3.80358 -6.76883 -0.017 0.351 -0.155
C -2.12392 4.64962 -7.85207 1.665 -0.053 0.751
C -1.14282 5.79777 -8.09797 0.202 0.381 -0.336
C 0.26250 5.17915 -8.02879 -1.687 -0.595 0.576
C 0.61583 5.04240 -5.50009 -1.102 -0.474 -1.018
H 5.52239 1.80134 -8.14540 -0.381 0.159 -0.074
H 5.27508 2.53521 -6.53148 0.242 -0.146 -0.014
H 4.87329 3.51121 -7.90787 1.103 -0.002 -0.475
H 3.25107 1.32119 -6.87034 -0.601 -0.188 -0.277
H 2.99118 2.09877 -8.50419 0.166 -0.829 -0.111
H 2.65952 4.26509 -7.55753 0.531 -0.062 -0.429
H 2.86690 3.65592 -5.97251 -0.096 -0.159 0.248
H 0.88740 2.36208 -6.15564 -0.299 -0.160 -0.045
H 0.79070 2.50020 -7.90786 -0.154 0.374 -0.096
H -1.80158 3.91004 -5.77533 0.391 0.163 0.049
H -1.41645 2.74597 -7.02770 0.388 0.080 0.130
H -3.05034 5.10351 -7.50016 -0.113 -0.636 -0.074
H -2.23153 4.03374 -8.74494 -0.371 0.177 0.057
H -1.33506 6.55532 -7.33820 0.347 0.200 -0.061
H -1.32851 6.23017 -9.08115 0.169 0.218 0.097
H 1.15349 5.80698 -8.02055 -0.336 0.044 0.305
H 0.28803 4.51456 -8.89238 0.444 -0.206 0.120
H 0.85106 4.36520 -4.67901 -0.259 -0.137 -0.207
H -0.24012 5.67201 -5.25706 0.300 0.103 0.229
H 1.49633 5.64175 -5.73159 -0.203 -0.117 -0.173
C -4.36791 4.96669 1.35588 -1.746 0.041 0.475
C -5.80767 5.32693 0.79482 0.115 -0.496 -0.871
C -6.71885 4.10180 0.69339 -1.214 -1.231 0.108
C -8.24132 4.36730 0.36084 0.670 0.096 -0.702
N -9.12329 3.14461 0.11005 0.859 -0.648 -0.281
C -10.57693 3.52070 -0.16605 0.417 0.373 0.942
C -11.45317 2.37889 0.31962 0.321 -0.291 -0.201
C -10.58124 1.53293 1.27588 0.165 -0.332 0.035
C -9.24010 2.28208 1.41649 0.606 0.332 -1.069
C -8.54867 2.34470 -1.10241 -1.352 -0.132 1.625
H -4.62582 4.58754 2.34473 0.670 0.097 0.338
H -3.65835 5.79192 1.41601 -0.442 0.212 0.102
H -3.83236 4.15779 0.85890 -0.494 -0.051 -0.459
H -5.72407 5.76799 -0.19844 -0.018 0.160 -0.062
H -6.44796 5.98554 1.38165 0.953 0.668 0.477
H -6.75120 3.59770 1.65927 0.380 -0.145 0.169
H -6.33295 3.38097 -0.02745 0.070 -0.049 -0.042
H -8.27450 4.90520 -0.58662 -0.218 0.319 0.095
H -8.75778 4.93128 1.13755 0.213 0.130 -0.012
H -10.77821 3.80243 -1.19960 0.462 0.146 0.111
H -10.75194 4.33937 0.53198 0.001 0.375 -0.425
H -11.76130 1.75584 -0.52000 -0.277 0.082 0.140
H -12.31804 2.85400 0.78259 -0.091 -0.445 0.014
H -10.44914 0.53813 0.85044 0.495 0.138 -0.372
H -11.07807 1.23242 2.19836 0.174 0.780 0.319
H -8.31275 1.71111 1.46248 -0.350 -0.566 -0.170
H -9.07891 2.99948 2.22114 -0.881 0.072 0.153
H -7.79692 1.65251 -0.72316 0.189 0.344 -0.275
H -8.22245 3.03781 -1.87785 0.033 -0.140 0.228
H -9.40395 1.74944 -1.42221 0.236 -0.041 -0.366
C -0.00464 -6.84850 7.56525 -0.587 0.419 -0.122
C 0.13633 -5.51683 6.75820 0.572 -0.820 0.696
C 0.03217 -4.30176 7.66123 -0.081 0.860 0.126
C -0.29166 -2.99121 6.85906 0.582 -1.482 1.044
N -0.57774 -1.81622 7.78566 -2.245 0.127 -0.238
C 0.51914 -1.43119 8.73310 1.565 -1.786 -0.245
C 0.50666 0.01374 9.02251 0.412 1.181 0.002
C -0.32379 0.61369 7.91845 -1.672 0.233 -1.904
C -0.83794 -0.56942 6.92821 1.163 1.234 1.801
C -1.84806 -2.06064 8.71755 1.493 0.746 -0.835
H 0.17372 -7.75325 6.98413 -0.173 0.240 -0.298
H -1.01266 -6.88877 7.97803 -0.158 -0.202 -0.150
H 0.63632 -6.96473 8.43919 0.383 0.570 -0.093
H -0.61850 -5.41255 5.97881 0.004 -0.471 -0.097
H 1.12920 -5.52029 6.30840 -0.069 0.116 -0.372
H 0.95074 -4.19748 8.23870 0.315 0.250 -0.216
H -0.68907 -4.48216 8.45832 -0.505 -0.001 -0.319
H -1.08585 -3.16609 6.13326 -0.736 0.260 0.631
H 0.52225 -2.76759 6.16939 0.464 0.498 0.528
H 0.54591 -2.01315 9.65435 -0.400 -0.440 -0.348
H 1.45004 -1.63428 8.20368 -0.041 -0.346 -0.093
H 0.18994 0.30574 10.02376 -0.412 -0.257 -0.127
H 1.54263 0.34887 8.97189 -0.042 0.154 -0.033
H -1.16405 1.16884 8.33545 -0.117 -0.131 -0.139
H 0.19277 1.31871 7.26715 0.189 0.017 0.270
H -1.85900 -0.50161 6.55282 -0.096 -0.163 0.601
H -0.22183 -0.56469 6.02906 0.293 -0.458 0.260
H -1.60411 -2.91924 9.34318 -0.431 0.036 -0.329
H -2.75876 -2.09804 8.11979 0.257 -0.449 0.011
H -1.88331 -1.17274 9.34882 -0.074 -0.039 -0.023
C 4.10461 -4.92564 -3.58861 -0.749 1.003 -0.691
C 3.96313 -6.36816 -4.07161 0.737 -1.763 0.229
C 3.17378 -7.27575 -3.05885 0.652 0.495 -0.343
C 1.71972 -6.89152 -2.96597 -0.209 -0.804 -0.569
C 1.01929 -7.30787 -4.28334 1.883 0.137 1.085
C 1.63837 -6.61289 -5.58046 -1.548 -0.424 1.165
N 3.22787 -6.43226 -5.44399 3.565 3.751 -5.208
O 3.98529 -5.97730 -6.53753 -5.549 -3.408 7.153
C 1.11433 -5.13615 -5.74764 0.811 -0.638 -0.552
C 1.26762 -7.55583 -6.73066 1.788 0.847 -0.825
C 5.39949 -6.91762 -4.33765 -0.384 1.037 -0.495
H 3.22021 -4.31051 -3.75456 -0.225 -0.210 0.099
H 4.88223 -4.41246 -4.15434 0.183 -0.163 0.204
H 4.28372 -4.87988 -2.51440 0.237 -0.341 -0.125
H 3.59616 -7.26463 -2.05406 0.553 0.818 -0.112
H 3.33018 -8.33163 -3.27966 -0.329 -0.089 -0.643
H 1.59315 -5.83796 -2.71676 -0.080 0.010 0.006
H 1.32599 -7.49550 -2.14848 -0.420 0.235 -0.010
H -0.05415 -7.28536 -4.09533 -0.140 0.848 -1.033
H 1.21270 -8.37736 -4.36632 0.130 -0.106 -0.240
H 0.02700 -5.12479 -5.82311 0.027 -0.322 0.368
H 1.47280 -4.75758 -6.70487 0.192 0.103 0.060
H 1.46228 -4.48914 -4.94242 -0.254 -0.076 -0.034
H 0.23728 -7.90803 -6.68093 0.115 0.368 0.045
H 1.94372 -8.41034 -6.75871 -0.183 -0.255 0.396
H 1.53123 -7.03443 -7.65084 -0.663 -0.066 -0.335
H 5.97937 -6.15700 -4.86041 -0.159 0.013 -0.222
H 5.37263 -7.78057 -5.00301 0.203 -0.346 0.640
H 5.92800 -6.99636 -3.38761 -0.298 -0.713 0.019
C 7.64505 3.41629 0.82152 0.783 -0.887 0.157
C 6.87918 3.87869 2.04385 -2.468 2.056 1.820
C 5.78368 2.96594 2.54964 0.010 -1.860 -0.275
C 6.30922 1.61987 3.12074 -0.277 0.977 0.843
C 7.11082 1.90442 4.46540 -1.755 -1.044 -2.433
C 8.28436 2.83078 4.16884 0.307 -0.213 1.662
N 7.80382 4.00821 3.31012 4.927 6.603 -1.047
O 8.51325 5.20155 3.39730 -4.500 -7.407 -0.220
C 9.47738 2.14897 3.44032 0.172 0.426 -0.777
C 8.77547 3.27984 5.56238 0.080 0.874 -0.060
C 6.11163 5.26995 1.71932 1.822 -1.034 0.177
H 7.87613 2.35295 0.88490 -0.069 -0.063 0.080
H 8.61233 3.90320 0.69744 -0.181 0.357 0.052
H 7.06781 3.52768 -0.09634 -0.203 0.337 0.259
H 5.05832 2.85712 1.74333 0.313 -0.529 -0.454
H 5.10117 3.36697 3.29894 0.612 0.706 0.401
H 6.97420 1.06101 2.46227 -0.240 0.074 -0.245
H 5.39711 1.04762 3.29012 0.341 -0.434 0.269
H 7.40177 0.91859 4.82812 0.685 0.240 0.105
H 6.42798 2.28448 5.22526 0.131 0.422 -0.118
H 9.97341 1.44093 4.10418 -0.432 -0.059 0.101
H 10.25146 2.86723 3.17014 -0.107 0.327 0.223
H 9.23709 1.66138 2.49554 -0.326 -0.164 0.218
H 9.40664 4.16735 5.51720 0.000 -0.078 0.024
H 9.33716 2.49144 6.06342 0.065 -0.153 -0.444
H 7.93323 3.46336 6.22950 -0.047 0.324 -0.184
H 5.51245 5.74218 2.49784 0.594 -0.277 0.522
H 5.36972 5.03910 0.95488 0.483 -0.063 -0.374
H 6.93408 5.90051 1.38158 -0.653 0.567 -0.263
P -8.06739 -5.45674 1.74292 0.478 -0.711 1.486
F -8.57517 -4.46183 0.57322 0.337 -0.140 -0.031
F -8.69095 -6.78395 0.95172 0.443 1.165 1.295
F -6.66848 -5.74909 0.92637 -0.591 0.455 0.848
F -7.51713 -6.28486 3.12398 -0.678 -0.708 -2.023
F -7.40031 -4.19384 2.58193 -0.091 0.505 -1.258
F -9.47266 -5.20296 2.51796 0.207 -0.357 -0.302

---

13
Properties=species:S:1:pos:R:3:forces:R:3 method="wB97M-V/def2-TZVPD" homo_lumo_gap_ev=9.805 e_above_lowest_kcal_mol=46.6 total_charge=+1 lumo_ha=-0.1900
C 0.47173 -0.94787 2.50665 -0.693 -0.341 -0.830
C -0.30028 -0.08131 2.12319 2.056 -1.986 0.971
C -1.15370 0.13909 -1.15122 -0.230 2.785 -1.212
C 0.27680 0.26308 -1.46762 0.524 0.904 2.804
N 1.18087 0.32913 -0.52740 1.965 -0.317 -1.118
H 1.05287 -1.89712 2.70192 -0.916 1.865 -0.052
H -1.51878 -0.22788 -2.13204 -1.007 0.112 1.171
H -1.62175 1.19354 -0.80612 1.043 -2.061 -1.402
H -0.90211 0.69671 1.75824 -0.520 0.569 0.154
H 0.50818 0.35792 -2.51052 0.888 -0.073 -0.249
H -1.28134 -0.42546 -0.27928 -0.483 -1.469 0.887
H 1.06802 0.26134 0.50766 -0.998 -0.181 -0.751
H 2.21948 0.33883 -0.72344 -1.629 0.194 -0.371

---

Calculated molar mass (g/mol), listed in the same order as above: 359.088; 122.081; 326.343; 89.138; 945.274; 70.115
Calculated electronic energy (Eh), listed in the same order as above: -1088.47106; -791.97934; -1156.71341; -288.96154; -3400.30614; -211.59683
Calculated maximum force (eV/Å), listed in the same order as above: 2.15; 1.60; 1.26; 6.12; 9.67; 3.05